Model one:
Molecular formula: C4H10N2Si
Method: DFT, ωB97M-V with the def2-TZVPD basis set

Its SMILES is [H]/N=N\[SiH3].CC#CC. The value obtained for the LUMO energy is 0.808 eV. As for the HOMO energy: -8.11 eV.

Structure (XYZ):
```
17
Properties=species:S:1:pos:R:3:lowdin_charge:R:1
C -2.42293 -0.24697 0.40370 -0.111
C -1.35198 -0.20626 -0.57886 -0.161
C 0.59686 -0.66307 -2.28528 -0.113
C -0.52427 -0.53534 -1.38098 -0.163
N 0.70816 2.19127 0.91062 -0.045
N 0.31000 1.17086 1.43918 -0.252
Si 1.53180 -0.21921 1.68106 0.666
H -2.66530 0.82079 0.63339 0.087
H -3.35019 -0.46813 -0.23046 0.105
H -2.11219 -0.88785 1.15573 0.046
H 0.48232 0.01838 -3.16874 0.098
H 1.41133 -0.35994 -1.66106 0.042
H 0.54942 -1.67855 -2.64838 0.074
H 1.65277 2.15967 0.53670 -0.008
H 1.23966 -1.12416 0.51167 -0.061
H 1.23175 -0.55949 2.99944 -0.109
H 2.71278 0.58800 1.68226 -0.092
```

---

Model two:
Molecular formula: C4H10N2Si
Method: DFT, ωB97M-V with the def2-TZVPD basis set

The value obtained for the LUMO energy is 0.753 eV. As for the HOMO energy: -8.25 eV.

Structure (XYZ):
```
17
Properties=species:S:1:pos:R:3:lowdin_charge:R:1
C 1.31534 1.86889 -0.02066 -0.099
C 2.07698 0.92808 0.55860 -0.399
C -2.23322 -1.38575 0.21131 -0.091
C -1.91401 0.05507 0.15293 -0.074
N -2.73950 2.31859 0.00674 0.045
N -2.35790 1.15582 0.05545 -0.154
Si 2.17409 -0.94860 0.26152 0.617
H 1.56352 2.94241 0.00499 0.061
H 0.46412 1.41733 -0.59962 0.035
H 2.97606 1.37653 1.16721 0.068
H -1.90432 -1.73511 -0.79865 0.085
H -1.72060 -2.00071 0.97102 0.075
H -3.29630 -1.52761 0.28192 0.065
H -2.38077 2.79589 -0.77966 0.031
H 3.04899 -1.52331 -0.78884 -0.100
H 2.68436 -1.74668 1.43987 -0.085
H 0.73604 -1.17454 -0.20225 -0.077
```

---

Relative stability in kcal/mol, measured from the most stable structure: model one 0.0; model two 2.4

---

Model one:
Molecular formula: C23H12Cl6N2ORe
Method: DFT, ωB97M-V with the def2-TZVPD basis set

The value obtained for the LUMO energy (alpha / beta) is -1.400 / -1.406 eV. Its multiplicity is 2. As for the HOMO energy (alpha / beta): -6.44 / -5.95 eV.

Structure (XYZ):
```
45
Properties=species:S:1:pos:R:3:lowdin_charge:R:1
Re 0.00742 0.64057 0.10443 1.157
Cl -6.91564 0.22831 2.37963 0.636
C -5.39659 0.48207 1.56408 -0.680
C -5.30233 1.46722 0.57518 -0.104
C -4.11089 1.66177 -0.07767 -0.010
C -2.96434 0.90155 0.22756 -0.350
O -1.86989 1.10299 -0.47099 -0.261
C -3.06695 -0.07565 1.25296 -0.142
C -1.97097 -0.90979 1.65552 -0.070
N -0.72077 -0.70603 1.32512 -0.150
C 0.24543 -1.64827 1.76566 -0.188
C 0.42895 -1.84278 3.11619 0.008
C 1.35224 -2.77620 3.60218 -0.046
C 2.07844 -3.53120 2.72585 -0.024
C 1.93146 -3.35195 1.33215 -0.148
C 2.69570 -4.11408 0.42438 0.014
C 2.56582 -3.90326 -0.92334 -0.032
C 1.68955 -2.92359 -1.36292 -0.053
N 0.95459 -2.17972 -0.53399 -0.049
C 1.02921 -2.37902 0.83169 -0.088
C -4.30719 -0.27598 1.89146 -0.077
H -6.17093 2.06351 0.33043 0.104
H -4.02225 2.40881 -0.85551 0.117
H -2.18322 -1.77288 2.28022 0.131
H -0.16102 -1.24203 3.79643 0.130
H 1.47977 -2.89989 4.66912 0.114
H 2.78836 -4.26820 3.07768 0.118
H 3.38706 -4.85181 0.81042 0.128
H 3.13752 -4.46200 -1.64939 0.117
H 1.57335 -2.69596 -2.41201 0.137
H -4.39250 -1.03609 2.65855 0.110
Cl 3.67845 -0.55379 -0.05994 0.704
C 3.20548 0.73791 1.00742 -0.685
C 1.87521 1.15530 1.00395 -0.352
C 1.62805 2.24820 1.83688 -0.683
Cl -0.04810 2.79730 1.78212 0.690
C 2.54616 2.87759 2.65164 -0.719
Cl 2.09413 4.21053 3.63870 0.685
C 3.85428 2.39020 2.65024 -0.717
Cl 5.04470 3.11688 3.65911 0.668
C 4.18150 1.31867 1.81860 -0.710
Cl 5.80047 0.72671 1.80734 0.665
C 0.16820 -1.04710 -1.13475 -0.226
H -0.85371 -1.42101 -1.28134 0.077
H 0.60253 -0.90390 -2.12551 0.054
```

---

Model two:
Molecular formula: C23H12Cl6N2ORe
Method: DFT, ωB97M-V with the def2-TZVPD basis set

The value obtained for the LUMO energy (alpha / beta) is -0.837 / -0.924 eV. Its multiplicity is 2. As for the HOMO energy (alpha / beta): -7.16 / -6.82 eV.

Structure (XYZ):
```
45
Properties=species:S:1:pos:R:3:lowdin_charge:R:1
Re -0.15363 -0.50220 -0.31648 1.168
Cl 3.96363 -4.36051 4.21258 0.639
C 2.80402 -3.29402 3.46689 -0.676
C 1.51187 -3.19514 4.00351 -0.096
C 0.58729 -2.35228 3.44673 0.001
C 0.88238 -1.58047 2.29220 -0.375
O -0.02408 -0.79941 1.80016 -0.223
C 2.20043 -1.70192 1.77052 -0.147
C 2.65059 -0.76740 0.77844 -0.044
N 1.87729 -0.14586 -0.04884 -0.052
C 2.36559 1.02895 -0.69560 -0.224
C 3.63500 1.24237 -1.14228 -0.027
C 3.97635 2.47942 -1.73901 -0.058
C 3.05547 3.47790 -1.86478 -0.024
C 1.72891 3.27858 -1.40788 -0.144
C 0.70792 4.25483 -1.50616 0.008
C -0.54597 3.96851 -1.05676 -0.027
C -0.80318 2.68760 -0.52152 -0.103
N 0.11671 1.76092 -0.41574 -0.001
C 1.38925 2.04648 -0.83728 -0.167
C 3.15186 -2.53842 2.38385 -0.071
H 1.25523 -3.79103 4.86993 0.106
H -0.40715 -2.26539 3.86365 0.118
H 3.70540 -0.49763 0.79883 0.135
H 4.38386 0.46420 -1.07375 0.118
H 4.98529 2.62171 -2.10175 0.110
H 3.31896 4.42319 -2.32166 0.117
H 0.93804 5.21880 -1.94333 0.123
H -1.34883 4.68896 -1.11710 0.110
H -1.80045 2.41773 -0.19411 0.107
H 4.16114 -2.58303 1.99288 0.114
Cl 1.65837 0.00285 -3.76056 0.700
C -0.07713 0.05516 -3.63182 -0.668
C -0.66320 -0.14451 -2.38779 -0.350
C -2.04395 -0.10258 -2.41647 -0.649
Cl -2.68758 -0.37632 -0.78137 0.712
C -2.86075 0.11110 -3.50741 -0.712
Cl -4.57204 0.13304 -3.34825 0.694
C -2.22336 0.31570 -4.72970 -0.708
Cl -3.16435 0.60530 -6.14111 0.680
C -0.82731 0.28512 -4.78757 -0.699
Cl -0.05115 0.54263 -6.30562 0.674
C -0.02032 -2.34445 -0.69534 -0.195
H 0.62739 -2.77488 -1.46232 0.000
H -0.60280 -3.11513 -0.17370 0.002
```

---

Relative stability in kcal/mol, measured from the most stable structure: model one 26.6; model two 0.0

---

Model one:
Molecular formula: C5H7ClOS
Method: DFT, ωB97M-V with the def2-TZVPD basis set

Its SMILES is CC(=O)[C@@H](C)C(=S)Cl. The value obtained for the LUMO energy is -0.754 eV. As for the HOMO energy: -9.24 eV.

Structure (XYZ):
```
15
Properties=species:S:1:pos:R:3:lowdin_charge:R:1
C 0.47683 -0.05664 -0.95962 -0.404
C -1.56107 -0.17492 0.34312 -1.140
C 1.17684 -1.42412 -0.86602 -0.031
C 0.08400 1.55400 0.94865 -0.116
C -0.18516 0.17199 0.53651 -0.494
O 0.25965 0.65309 -1.88192 0.129
S -2.12407 -1.68248 0.46644 0.728
Cl -2.66080 1.12551 -0.22104 0.622
H 1.66281 -1.68522 -1.94221 0.123
H 2.04392 -1.50438 -0.20769 0.075
H 0.22677 -2.15007 -0.78035 0.096
H -0.17413 2.31615 0.13406 0.094
H 1.21116 1.61062 1.28638 0.126
H -0.57845 1.68590 1.86316 0.102
H 0.14170 -0.43942 1.28053 0.091
```

---

Model two:
Molecular formula: C5H7ClOS
Method: DFT, ωB97M-V with the def2-TZVPD basis set

Its SMILES is C=C(CCl)OC(C)=S. The value obtained for the LUMO energy is 0.163 eV. As for the HOMO energy: -8.98 eV.

Structure (XYZ):
```
15
Properties=species:S:1:pos:R:3:lowdin_charge:R:1
C 0.17671 2.17829 1.76923 -0.157
C 0.36675 1.44285 0.57100 -0.892
C 0.67531 -0.85107 -0.19288 -0.391
C 1.80778 -1.45854 -0.49084 0.076
C -0.66883 -1.24366 -0.91146 -0.581
H 1.27842 2.16782 2.11757 0.121
H -0.06064 3.19837 1.33595 0.064
H -0.36490 1.45414 2.64584 0.172
H 2.62569 -1.37638 0.21632 0.072
H 1.89671 -2.23726 -1.36291 0.121
H -0.46107 -1.76894 -1.86722 0.064
H -1.07754 -0.20087 -1.37274 0.116
O 0.57399 0.09554 0.89476 -0.074
S 0.43249 2.34918 -0.80064 0.727
Cl -1.73498 -2.35266 -0.03123 0.561
```

---

Relative stability in kcal/mol, measured from the most stable structure: model one 0.0; model two 27.4

---

Model one:
Molecular formula: C2H3N5O
Method: DFT, ωB97M-V with the def2-TZVPD basis set

Its SMILES is [H]/N=C/n1nnc(=O)[nH]1. The value obtained for the LUMO energy is -0.019 eV. As for the HOMO energy: -9.67 eV.

Structure (XYZ):
```
11
Properties=species:S:1:pos:R:3:lowdin_charge:R:1
C 1.45723 -0.30792 0.23379 -0.189
C -1.94766 0.70517 -0.23605 -0.443
H 3.14092 -1.05251 0.50401 0.081
H 1.78404 0.64005 -0.12396 0.105
H -0.19813 1.07089 -1.40891 0.173
N 2.12349 -1.34578 0.53892 0.114
N 0.00089 -0.32273 0.05771 -0.168
N -0.86961 -0.90327 0.87896 0.055
N -1.97367 -0.34304 0.80312 0.094
N -0.54823 0.74886 -0.50050 0.103
O -2.96927 1.11029 -0.74708 0.074
```

---

Model two:
Molecular formula: C2H3N5O
Method: DFT, ωB97M-V with the def2-TZVPD basis set

Its SMILES is [H]/N=c1/nncnn1O. The value obtained for the LUMO energy is -1.504 eV. As for the HOMO energy: -9.77 eV.

Structure (XYZ):
```
11
Properties=species:S:1:pos:R:3:lowdin_charge:R:1
C -1.65148 -0.74254 -0.17761 -0.220
C 0.50350 0.80626 -0.02639 -0.419
H 1.80209 -1.89602 0.73991 0.188
H -2.57049 -1.28877 -0.24021 0.106
H 2.35651 1.08119 -0.16972 0.062
N 0.51014 -0.59629 0.31236 -0.167
N -0.49979 -1.30456 -0.21105 0.123
N -1.80319 0.53712 0.16313 0.031
N -0.81822 1.40741 0.09696 0.138
N 1.46657 1.58300 -0.18196 0.174
O 1.66391 -1.20818 -0.04526 -0.016
```

---

Relative stability in kcal/mol, measured from the most stable structure: model one 0.0; model two 48.9